{
  "formula": "C10H8Cl2N2O",
  "method": "the ωB97M-V functional and the def2-TZVPD basis",
  "species": ["Cl", "Cl", "O", "N", "N", "C", "C", "C", "C", "C", "C", "C", "C", "C", "C", "H", "H", "H", "H", "H", "H", "H", "H"],
  "positions_angstrom": [[2.947, -2.095, -3.203], [3.376, 1.207, -1.106], [2.286, -0.678, 0.801], [0.432, -1.008, -3.476], [0.972, 2.140, -1.134], [-0.350, 0.337, 2.037], [1.353, 0.126, 0.248], [-0.270, 2.211, -1.340], [1.475, -1.470, -3.381], [-1.581, 0.018, 2.584], [-2.126, -1.266, 0.631], [-2.465, -0.785, 1.885], [-0.902, -0.939, 0.072], [1.673, 1.096, -0.634], [-0.009, -0.138, 0.776], [-3.420, -1.043, 2.319], [-2.810, -1.906, 0.094], [-0.984, 1.406, -1.189], [-0.627, -1.304, -0.908], [-0.639, 3.158, -1.706], [0.348, 0.952, 2.586], [-1.843, 0.388, 3.565], [3.164, -0.407, 0.480]],
  "forces_ev_per_angstrom": [[0.7, -0.3, 0.1], [0.1, -0.1, 0.1], [0.2, -0.2, 0.1], [-0.7, 0.2, -0.1], [-0.3, 0.8, -0.2], [-0.1, 0.0, -0.1], [0.1, 0.5, -0.4], [-0.1, -0.1, 0.0], [-0.1, 0.1, 0.1], [0.1, 0.1, 0.1], [0.0, 0.0, 0.0], [-0.1, -0.1, 0.0], [0.1, 0.1, 0.0], [0.4, -0.9, 0.4], [0.1, 0.0, 0.0], [-0.1, 0.0, 0.0], [-0.1, 0.0, -0.1], [0.0, -0.1, 0.0], [0.0, 0.0, -0.1], [-0.2, 0.1, -0.1], [0.1, 0.0, 0.0], [0.0, 0.0, 0.0], [-0.2, 0.0, 0.0]],
  "nbo_charge": [0.172, -0.059, -0.659, -0.321, -0.432, -0.135, 0.285, -0.022, 0.150, -0.224, -0.198, -0.205, -0.202, 0.032, -0.104, 0.215, 0.217, 0.162, 0.232, 0.172, 0.214, 0.216, 0.493],
  "gap_ev": 8.8,
  "smiles": "C=N/C(Cl)=C(/O)c1ccccc1.N#CCl",
  "homo_energy_ev": -8.4,
  "lumo_ev": 0.41,
  "relative_energy_kcal_mol": 26.8
}

---

{
  "formula": "C22H36N2O4",
  "method": "the ωB97M-V functional and the def2-TZVPD basis",
  "species": ["O", "O", "O", "O", "N", "N", "C", "C", "C", "C", "C", "C", "C", "C", "C", "C", "C", "C", "C", "C", "C", "C", "C", "C", "C", "C", "C", "C", "H", "H", "H", "H", "H", "H", "H", "H", "H", "H", "H", "H", "H", "H", "H", "H", "H", "H", "H", "H", "H", "H", "H", "H", "H", "H", "H", "H", "H", "H", "H", "H", "H", "H", "H", "H"],
  "positions_angstrom": [[-0.619, 2.686, 2.654], [1.863, -1.793, -0.337], [-2.528, 0.596, 4.943], [3.745, -0.199, 0.844], [1.968, -0.393, -2.798], [-2.834, -0.880, 2.435], [2.440, 0.619, 2.600], [0.482, 1.968, 2.255], [2.851, -1.525, -2.545], [-2.546, 0.543, 2.519], [1.783, 1.197, 0.370], [-3.942, -1.002, 0.198], [3.078, -1.677, -1.025], [-4.055, -1.198, 1.714], [-0.322, 0.418, -3.048], [1.600, 1.792, -3.822], [0.713, 1.905, 0.886], [3.938, -0.485, -0.520], [-2.798, -1.857, -0.344], [0.601, -0.797, -3.092], [-1.280, 2.297, 3.837], [-1.510, -1.525, 0.406], [0.135, 1.451, -4.072], [2.446, 0.520, -3.823], [1.371, 1.326, 3.112], [2.656, 0.529, 1.226], [-1.729, -1.674, 1.915], [-1.746, 0.834, 3.796], [-0.700, -2.188, 0.101], [3.605, -2.615, -0.823], [1.971, 2.473, -4.590], [-3.039, -2.913, -0.199], [-1.953, -2.721, 2.145], [-2.152, 2.950, 3.904], [4.996, -0.746, -0.612], [1.361, -0.981, -0.492], [-0.479, 2.351, -4.006], [3.128, 0.115, 3.259], [0.023, 1.039, -5.078], [2.405, 0.056, -4.826], [3.743, 0.398, -1.136], [1.235, 1.374, 4.181], [-4.287, -2.248, 1.923], [2.425, -2.457, -2.936], [0.035, 2.424, 0.225], [-2.669, -1.685, -1.415], [-3.750, 0.051, -0.019], [-4.884, -1.279, -0.277], [3.488, 0.772, -3.611], [1.698, 2.286, -2.854], [-0.813, -1.403, 2.444], [-1.347, 0.104, -3.250], [-2.978, -0.246, 4.794], [0.535, -1.266, -4.092], [-4.866, -0.587, 2.118], [-1.992, 0.927, 1.653], [-0.290, 0.856, -2.048], [1.911, 1.165, -0.701], [3.821, -1.372, -3.025], [0.283, -1.535, -2.354], [-0.661, 2.457, 4.727], [-3.491, 1.088, 2.587], [-1.208, -0.500, 0.180], [-0.860, 0.180, 3.817]],
  "forces_ev_per_angstrom": [[0.3, 0.1, -0.3], [-0.4, 0.0, 0.1], [-0.1, 0.1, 0.2], [0.0, 0.0, 0.2], [0.1, -0.2, -0.1], [-0.2, 0.0, 0.3], [0.1, -0.1, -0.3], [0.0, -0.1, -0.3], [0.0, -0.1, 0.5], [0.4, 0.1, 0.2], [0.3, -0.1, -0.1], [0.0, -0.3, 0.2], [0.4, 0.1, -0.3], [-0.2, 0.1, -0.2], [0.0, -0.2, -0.3], [0.0, -0.2, -0.3], [-0.2, 0.1, 0.4], [-0.2, -0.2, -0.3], [0.1, 0.3, 0.0], [-0.3, 0.1, 0.2], [-0.3, -0.4, 0.4], [-0.2, -0.2, 0.1], [0.0, 0.1, 0.3], [0.1, 0.4, 0.1], [-0.2, 0.2, 0.0], [-0.1, 0.1, 0.2], [0.3, 0.0, -0.1], [0.2, 0.1, -0.6], [0.1, 0.0, 0.0], [0.0, 0.1, 0.0], [0.0, 0.1, 0.0], [0.0, -0.1, 0.0], [0.1, 0.0, 0.0], [0.1, -0.1, 0.1], [-0.1, 0.1, -0.1], [0.0, 0.0, 0.1], [0.0, 0.0, -0.1], [0.1, -0.1, 0.1], [0.0, 0.0, -0.1], [0.0, 0.0, 0.0], [0.0, 0.0, 0.0], [0.0, 0.0, 0.1], [-0.1, 0.0, 0.0], [0.1, 0.0, 0.0], [-0.1, 0.0, -0.1], [0.0, -0.1, 0.0], [0.0, 0.1, 0.0], [-0.1, 0.1, 0.0], [0.0, -0.1, 0.0], [0.1, 0.0, 0.0], [0.0, -0.1, 0.0], [-0.1, 0.0, 0.1], [0.0, 0.0, -0.1], [0.0, 0.0, 0.1], [0.0, -0.1, 0.0], [-0.1, 0.0, 0.0], [0.0, 0.0, 0.1], [0.0, 0.0, -0.1], [0.0, 0.0, -0.1], [0.0, 0.0, -0.1], [0.0, 0.0, -0.1], [0.0, 0.0, 0.0], [0.1, 0.1, -0.1], [-0.2, 0.1, -0.1]],
  "nbo_charge": [-0.507, -0.714, -0.724, -0.490, -0.479, -0.468, -0.228, 0.251, -0.241, -0.254, -0.346, -0.422, 0.075, -0.209, -0.397, -0.404, -0.191, -0.093, -0.401, -0.228, -0.071, -0.426, -0.401, -0.212, -0.272, 0.298, -0.222, 0.064, 0.225, 0.180, 0.212, 0.194, 0.193, 0.200, 0.198, 0.479, 0.211, 0.224, 0.195, 0.163, 0.173, 0.223, 0.189, 0.196, 0.214, 0.203, 0.195, 0.209, 0.200, 0.199, 0.206, 0.211, 0.484, 0.163, 0.198, 0.189, 0.198, 0.236, 0.199, 0.214, 0.177, 0.205, 0.193, 0.165],
  "gap_ev": 8.7,
  "smiles": "O[C@H](COc1ccc(OC[C@@H](O)CN2CCCCC2)cc1)CN1CCCCC1",
  "homo_energy_ev": -7.9,
  "lumo_ev": 0.80,
  "relative_energy_kcal_mol": 41.7
}

---

{
  "formula": "C4H7NO",
  "method": "the ωB97M-V functional and the def2-TZVPD basis",
  "species": ["O", "N", "C", "C", "C", "C", "H", "H", "H", "H", "H", "H", "H"],
  "positions_angstrom": [[2.123, 0.241, 0.434], [-0.045, 2.124, -0.003], [-1.053, -1.275, 0.310], [-0.247, -0.244, 0.120], [-0.712, 1.084, 0.076], [1.409, -0.668, -0.193], [1.510, -1.719, 0.193], [-1.769, 1.022, 0.305], [2.311, 1.013, -0.116], [-0.359, 3.125, 0.142], [1.447, -0.757, -1.234], [-0.739, -2.188, 0.786], [-2.175, -1.013, 0.455]],
  "forces_ev_per_angstrom": [[3.2, 1.7, 1.2], [2.4, 2.8, -0.3], [-2.9, 1.4, 1.8], [4.6, -3.8, -1.9], [-2.4, 0.7, 0.7], [-5.7, -1.2, 1.6], [0.2, 1.1, 0.1], [-0.9, 0.7, 0.0], [-0.3, -0.2, 0.2], [-0.5, -2.2, -0.3], [0.5, 0.3, -1.9], [0.2, -0.6, -0.8], [1.7, -0.7, -0.3]],
  "nbo_charge": [-0.701, -0.643, -0.361, -0.076, 0.092, -0.028, 0.166, 0.133, 0.492, 0.373, 0.165, 0.209, 0.178],
  "gap_ev": 9.6,
  "smiles": "[H]/N=C/C(=C)CO",
  "homo_energy_ev": -8.9,
  "lumo_ev": 0.62,
  "relative_energy_kcal_mol": 81.6
}

---

{
  "formula": "C9H15Cl3PSi",
  "method": "the ωB97M-V functional and the def2-TZVPD basis",
  "species": ["Cl", "Cl", "Cl", "P", "Si", "C", "C", "C", "C", "C", "C", "C", "C", "C", "H", "H", "H", "H", "H", "H", "H", "H", "H", "H", "H", "H", "H", "H", "H"],
  "positions_angstrom": [[-1.319, 2.785, -0.008], [1.147, 0.624, 2.386], [-1.942, 4.213, -2.771], [1.302, -1.301, 2.030], [-0.733, -2.241, 1.486], [1.848, 3.058, -3.198], [1.134, 2.347, -1.024], [-0.120, 2.893, -1.255], [-1.535, -1.081, 0.297], [-0.394, 3.523, -2.461], [2.120, 2.429, -1.991], [-0.264, -3.891, 0.787], [0.596, 3.601, -3.430], [-1.724, -2.359, 3.041], [1.309, 1.863, -0.074], [-2.722, -2.663, 2.711], [-1.348, -3.080, 3.764], [-2.461, -1.577, -0.005], [-1.807, -0.157, 0.809], [-0.945, -0.834, -0.584], [-1.190, -4.446, 0.625], [0.285, -3.820, -0.151], [3.099, 2.010, -1.802], [-1.830, -1.381, 3.514], [2.611, 3.130, -3.960], [2.227, -1.425, 0.995], [1.941, -1.854, 3.137], [0.375, 4.095, -4.366], [0.339, -4.464, 1.496]],
  "forces_ev_per_angstrom": [[0.0, 0.0, 0.0], [0.0, 0.5, 0.2], [0.0, 0.0, 0.0], [-0.1, -0.2, -0.1], [-0.7, -0.5, -0.2], [0.0, 0.0, 0.0], [0.0, -0.1, 0.0], [0.0, 0.0, 0.0], [0.2, 0.2, 0.2], [-0.1, 0.0, 0.0], [0.0, 0.0, 0.0], [0.4, 0.1, 0.2], [0.0, 0.0, 0.0], [0.2, 0.3, 0.0], [0.1, 0.1, 0.0], [0.0, -0.1, 0.1], [0.0, 0.0, 0.0], [0.0, 0.0, -0.1], [0.0, 0.1, -0.1], [-0.1, 0.0, -0.1], [0.0, 0.0, -0.1], [-0.1, 0.0, -0.1], [0.0, 0.0, 0.0], [0.0, 0.0, 0.1], [0.0, 0.0, 0.0], [0.2, 0.0, 0.0], [0.1, -0.1, 0.1], [0.0, 0.0, 0.0], [-0.1, -0.1, -0.1]],
  "nbo_charge": [0.009, -0.120, 0.052, 0.528, 1.439, -0.196, -0.239, -0.057, -1.129, -0.069, -0.195, -1.129, -0.202, -1.125, 0.205, 0.274, 0.265, 0.275, 0.270, 0.267, 0.278, 0.263, 0.220, 0.263, 0.231, 0.059, 0.064, 0.242, 0.258],
  "gap_ev": 7.6,
  "homo_energy_ev": -11.6,
  "lumo_ev": -4.00,
  "charge": 1
}

---

{
  "formula": "C3H3NO",
  "method": "the ωB97M-V functional and the def2-TZVPD basis",
  "species": ["O", "N", "C", "C", "C", "H", "H", "H"],
  "positions_angstrom": [[0.232, -0.773, 1.332], [0.532, 2.315, -0.509], [0.136, 1.407, 0.085], [0.183, -0.893, -0.348], [-0.395, 0.125, 0.504], [-0.451, -1.365, -1.127], [-1.478, 0.089, 0.617], [1.241, -0.906, -0.554]],
  "forces_ev_per_angstrom": [[-0.2, -1.3, -2.1], [-0.2, -0.4, 0.6], [0.5, 1.4, 0.1], [0.2, -0.5, 1.1], [-0.3, 0.8, -0.8], [0.1, -0.9, 1.6], [0.0, 0.4, -0.2], [0.0, 0.6, -0.2]],
  "nbo_charge": [-0.447, -0.297, 0.236, -0.086, -0.062, 0.218, 0.219, 0.220],
  "gap_ev": 11.3,
  "smiles": "N#C[C@H]1CO1",
  "homo_energy_ev": -11.0,
  "lumo_ev": 0.33,
  "relative_energy_kcal_mol": 64.2
}

---

{
  "formula": "C4H8O2",
  "method": "the ωB97M-V functional and the def2-TZVPD basis",
  "species": ["O", "O", "C", "C", "C", "C", "H", "H", "H", "H", "H", "H", "H", "H"],
  "positions_angstrom": [[-0.236, -1.462, 0.641], [-1.530, 0.476, 0.401], [-0.423, 1.345, 0.083], [-1.355, -0.854, 0.020], [0.839, 0.523, -0.324], [0.993, -0.796, 0.361], [-1.246, -0.947, -1.069], [-2.250, -1.396, 0.350], [1.972, 0.643, -0.259], [-0.746, 1.994, -0.746], [1.942, -1.056, -0.325], [-0.291, 1.963, 0.970], [0.798, 0.391, -1.406], [1.533, -0.822, 1.303]],
  "forces_ev_per_angstrom": [[0.4, -0.5, -0.7], [0.5, -0.1, 0.1], [0.6, 0.3, 0.1], [0.2, -0.3, -0.3], [0.5, 0.1, -0.2], [1.2, -0.2, -0.5], [-0.1, 0.1, 0.0], [0.4, 0.1, 0.0], [-1.3, 2.4, 0.4], [0.2, -0.1, 0.2], [-2.2, -2.0, 0.6], [0.2, 0.0, 0.0], [-0.4, -0.4, 0.0], [-0.3, 0.7, 0.4]],
  "nbo_charge": [-0.533, -0.532, -0.071, 0.221, -0.497, -0.062, 0.130, 0.186, 0.247, 0.178, 0.156, 0.190, 0.204, 0.183],
  "gap_ev": 10.5,
  "smiles": "C1COCOC1",
  "homo_energy_ev": -9.6,
  "lumo_ev": 0.91,
  "relative_energy_kcal_mol": 74.7
}

---

{
  "formula": "C8H7NOS",
  "method": "the ωB97M-V functional and the def2-TZVPD basis",
  "species": ["S", "O", "N", "C", "C", "C", "C", "C", "C", "C", "C", "H", "H", "H", "H", "H", "H", "H"],
  "positions_angstrom": [[-2.459, -1.129, -0.362], [-3.078, -2.311, 0.209], [-1.900, 1.284, 0.240], [-2.566, 2.374, 0.207], [1.279, -2.479, 0.202], [-0.072, -2.454, 0.066], [0.061, -0.029, -0.214], [1.435, -0.070, -0.154], [-0.730, -1.214, -0.088], [-0.628, 1.204, -0.141], [2.002, -1.298, 0.081], [-3.476, 2.477, 0.813], [-0.156, 2.212, -0.119], [-2.211, 3.276, -0.549], [3.079, -1.211, 0.308], [1.933, 0.841, -0.525], [-0.521, -3.428, 0.290], [1.698, -3.479, 0.153]],
  "forces_ev_per_angstrom": [[-0.1, 1.3, -1.0], [-0.7, -2.2, 0.8], [0.3, -0.2, 0.6], [0.2, 2.5, -1.8], [1.2, 0.2, -0.8], [-1.6, 0.5, 0.7], [-1.8, -0.9, 0.5], [-0.6, 0.1, -1.1], [1.4, -0.8, 0.0], [-0.5, 2.4, -0.1], [2.5, 0.3, 0.7], [0.3, 0.0, -0.5], [0.5, -0.9, -0.6], [-0.9, -1.9, 2.2], [-0.4, -0.8, -0.6], [0.3, -0.6, 1.0], [-0.8, 0.7, -0.7], [0.6, 0.3, 0.7]],
  "nbo_charge": [1.057, -0.830, -0.466, -0.049, -0.213, -0.179, -0.103, -0.189, -0.286, 0.048, -0.196, 0.189, 0.174, 0.139, 0.217, 0.226, 0.238, 0.223],
  "gap_ev": [7.2, 7.9],
  "homo_energy_ev": [-6.8, -9.5],
  "lumo_ev": [0.40, -1.59],
  "multiplicity": 3,
  "relative_energy_kcal_mol": 0.0
}

---

{
  "formula": "C30H17AsBrCl5MnN2OSe",
  "method": "the ωB97M-V functional and the def2-TZVPD basis",
  "species": ["Br", "Se", "As", "Mn", "Cl", "Cl", "Cl", "Cl", "Cl", "O", "N", "N", "C", "C", "C", "C", "C", "C", "C", "C", "C", "C", "C", "C", "C", "C", "C", "C", "C", "C", "C", "C", "C", "C", "C", "C", "C", "C", "C", "C", "C", "C", "H", "H", "H", "H", "H", "H", "H", "H", "H", "H", "H", "H", "H", "H", "H", "H", "H"],
  "positions_angstrom": [[1.190, -4.523, -1.267], [-2.465, -3.544, 0.082], [-1.039, 0.145, 0.157], [-0.414, -2.338, -0.089], [0.001, -2.802, 2.116], [4.451, -1.251, 4.755], [1.639, -2.616, 4.797], [5.678, -0.139, 2.135], [3.983, -0.366, -0.500], [1.412, -1.597, -0.062], [-0.404, -2.507, -2.159], [-4.300, -1.616, -1.272], [-2.616, 1.244, 0.121], [-4.000, 2.942, 1.098], [2.190, 2.560, -0.474], [-1.102, -1.798, -3.060], [-3.360, 1.301, -1.047], [3.595, -1.368, 3.336], [2.106, -1.541, 0.981], [0.695, -3.675, -3.929], [-2.931, 2.060, 1.200], [1.265, 2.300, -2.685], [2.232, 2.827, -1.837], [0.260, 1.490, -2.174], [-0.007, -2.910, -4.851], [1.002, 1.419, 1.481], [-4.427, 2.182, -1.142], [2.289, -2.001, 3.366], [1.513, 1.480, 3.835], [-0.931, -1.975, -4.411], [1.825, 1.831, 2.528], [-3.600, -2.351, -0.719], [-0.458, 0.318, 3.087], [0.440, -3.438, -2.605], [3.423, -0.941, 0.967], [-0.125, 0.651, 1.777], [1.608, -2.080, 2.217], [-4.746, 3.004, -0.070], [1.186, 1.752, 0.043], [4.144, -0.861, 2.131], [0.237, 1.218, -0.819], [0.364, 0.738, 4.121], [-1.826, -1.103, -2.665], [0.153, -3.067, -5.912], [1.397, -4.441, -4.229], [-3.140, 0.657, -1.889], [-5.016, 2.215, -2.052], [-4.248, 3.581, 1.937], [2.154, 1.810, 4.647], [-1.356, -0.244, 3.308], [-1.520, -1.392, -5.107], [-5.581, 3.691, -0.145], [-0.506, 1.108, -2.840], [-2.365, 2.025, 2.113], [1.289, 2.528, -3.745], [2.935, 3.000, 0.183], [0.109, 0.503, 5.149], [3.017, 3.460, -2.239], [2.698, 2.446, 2.330]],
  "forces_ev_per_angstrom": [[0.0, 0.0, 0.4], [-0.1, -0.1, 0.4], [0.3, 0.4, 0.4], [-0.4, 0.0, -2.0], [0.7, 0.2, 0.9], [0.2, 0.0, 0.4], [0.1, 0.0, 0.3], [0.1, 0.1, 0.0], [0.2, 0.1, -0.4], [-0.1, 0.0, -0.5], [0.0, 0.4, 0.5], [0.3, -0.3, 0.2], [-0.2, -0.3, -0.1], [0.1, 0.0, 0.0], [0.1, 0.2, 0.0], [0.1, 0.0, 0.3], [-0.2, 0.0, -0.3], [-0.4, -0.1, -0.2], [0.1, -0.1, 0.5], [0.0, 0.0, -0.3], [-0.2, 0.1, 0.1], [0.1, 0.1, 0.0], [0.0, 0.0, 0.1], [-0.1, 0.0, -0.2], [0.1, -0.1, -0.2], [0.1, 0.1, -0.2], [0.0, 0.0, -0.1], [0.7, 0.2, 0.5], [0.0, 0.0, 0.0], [0.0, 0.0, -0.2], [0.1, 0.1, 0.0], [-0.1, 0.4, -0.4], [0.0, 0.1, -0.1], [-0.3, 0.1, 0.2], [-0.4, -0.3, 0.1], [-0.1, -0.3, 0.2], [-0.7, 0.0, -1.0], [0.0, 0.0, 0.0], [0.2, 0.0, 0.5], [-0.1, -0.1, 0.4], [-0.1, -0.4, -0.3], [0.1, 0.1, 0.0], [-0.1, 0.1, 0.1], [0.0, 0.0, 0.1], [-0.1, 0.0, 0.0], [0.0, 0.0, 0.0], [0.1, 0.0, 0.1], [0.0, 0.0, 0.0], [-0.1, 0.0, -0.1], [-0.1, -0.1, 0.0], [0.0, 0.0, 0.0], [0.1, -0.1, 0.0], [0.0, 0.0, 0.0], [0.1, 0.0, 0.2], [0.0, 0.0, 0.1], [-0.1, 0.0, -0.1], [0.0, 0.0, -0.1], [-0.1, -0.1, 0.1], [-0.1, -0.1, 0.0]],
  "nbo_charge": [0.221, 0.119, 1.139, 0.764, 0.194, 0.242, 0.169, 0.153, 0.192, -0.664, -0.537, -0.302, -0.360, -0.206, -0.174, 0.077, -0.189, -0.005, 0.517, -0.251, -0.141, -0.181, -0.171, -0.194, -0.086, 0.041, -0.175, -0.045, -0.174, -0.218, -0.230, -0.003, -0.215, 0.160, -0.110, -0.368, -0.150, -0.159, -0.091, -0.096, -0.316, -0.209, 0.222, 0.258, 0.268, 0.213, 0.238, 0.238, 0.240, 0.236, 0.259, 0.240, 0.219, 0.215, 0.239, 0.228, 0.243, 0.241, 0.235],
  "gap_ev": [5.6, 4.9],
  "homo_energy_ev": [-14.0, -14.0],
  "lumo_ev": [-8.44, -9.14],
  "multiplicity": 4,
  "charge": 2
}